1.
Entry from the Open Molecules 2025 dataset: C25H33CaO2Se as an isolated structure in a non-equilibrium geometry (ωB97M-V with the def2-TZVPD basis set).

## Properties
M: 484.6 g mol⁻¹
Net charge: -1
Energy: -4201.849727 Ha
Kohn-Sham gap: 4.00 eV
Lowest unoccupied orbital energy: 1.468 eV

CARTESIAN COORDINATES (ANGSTROEM)
O (0.101745, -0.385583, -5.148209)
C (0.085590, 0.815020, -6.089183)
C (0.215741, -0.009784, -7.352055)
H (0.944606, 1.445769, -5.833704)
H (-0.868905, 1.349631, -5.995181)
C (0.236882, -1.224355, -6.415347)
H (1.125730, 0.224204, -7.922276)
H (-0.658816, 0.061316, -8.022922)
C (1.534832, -2.007356, -6.378538)
H (2.379481, -1.376373, -6.082223)
H (1.762494, -2.480940, -7.348880)
H (1.445359, -2.797061, -5.620273)
C (-0.985589, -2.117829, -6.491718)
H (-1.896138, -1.527105, -6.365844)
H (-0.925097, -2.880468, -5.700876)
H (-1.052959, -2.635739, -7.459659)
Ca (-0.464292, -0.718816, -3.192734)
C (-2.344756, -1.373599, 0.568768)
C (-2.073300, 0.010546, 0.744782)
C (-2.229311, 0.656196, -0.505018)
H (-1.789596, 0.484953, 1.682337)
C (-2.592212, -0.328217, -1.480806)
C (-2.676841, -1.583422, -0.794056)
H (-2.961588, -2.534460, -1.247916)
H (-2.273861, -2.138201, 1.338743)
H (-2.142869, 1.728040, -0.684933)
H (-2.912466, -0.135283, -2.511104)
C (0.820939, -1.960795, -0.103108)
C (0.068139, -2.861512, -0.884944)
C (0.590683, -2.868193, -2.207625)
H (-0.740775, -3.489890, -0.513251)
C (1.684043, -1.927615, -2.238053)
C (1.792515, -1.358851, -0.933721)
H (2.521234, -0.611838, -0.603953)
H (0.687824, -1.766314, 0.961065)
H (0.308085, -3.545464, -3.022185)
H (2.373785, -1.786018, -3.075284)
O (2.142076, 3.263078, -4.729528)
C (1.799158, 2.311657, -3.672572)
C (0.339211, 2.553945, -3.260631)
H (2.445271, 2.480514, -2.787467)
H (2.005294, 1.278606, -4.052634)
C (0.139015, 4.051729, -3.600961)
H (0.183762, 2.355101, -2.188260)
H (-0.405185, 1.955497, -3.823086)
C (1.226879, 4.383557, -4.657943)
H (0.320236, 4.615291, -2.676310)
H (-0.854855, 4.322034, -3.960013)
H (1.802006, 5.291682, -4.411504)
H (0.768262, 4.563777, -5.652992)
Se (1.416263, 2.325010, 0.381567)
C (1.107815, 1.621422, 2.030016)
C (0.083897, 2.167226, 2.858189)
C (-0.031724, 1.789973, 4.188714)
C (0.835314, 0.828889, 4.740185)
C (1.818239, 0.243502, 3.921978)
C (1.936444, 0.602042, 2.584898)
H (-0.572034, 2.925240, 2.430774)
H (-0.802804, 2.251831, 4.810369)
H (0.751173, 0.548469, 5.792502)
H (2.504411, -0.496699, 4.344875)
H (2.702439, 0.154933, 1.949819)

Forces on the atoms, in the same order (eV/Å):
O 0.5 1.0 -4.6
C -0.1 0.4 0.9
C -0.2 0.3 0.1
H -0.4 0.0 -0.2
H 0.4 -0.1 0.2
C 0.2 -0.8 -0.1
H -0.2 -0.4 0.3
H 0.4 -0.2 0.4
C 0.1 -0.2 0.4
H -0.2 0.0 -0.2
H -0.2 0.3 0.3
H 0.1 0.1 -0.2
C 0.1 -0.2 0.0
H 0.0 -0.1 0.0
H -0.1 0.2 -0.2
H 0.2 0.2 0.2
Ca -0.3 -0.5 4.9
C -0.4 0.6 -1.0
C -0.2 -0.2 -0.8
C 0.1 -0.1 0.2
H 0.0 -0.1 -0.3
C 0.4 -0.3 0.4
C -0.1 0.1 0.3
H 0.1 0.2 0.1
H 0.0 0.1 -0.2
H 0.1 -0.3 0.1
H -0.4 0.1 0.1
C 0.0 -0.1 -0.6
C 0.4 -0.2 -0.1
C 0.0 0.0 -0.1
H 0.3 0.3 -0.2
C -0.1 0.3 0.0
C 0.0 -0.2 -0.3
H -0.4 -0.3 -0.3
H -0.1 0.1 -0.4
H 0.2 0.0 0.3
H -0.1 0.0 0.3
O -1.1 -0.3 0.5
C 0.4 -0.1 0.1
C -0.2 0.2 -0.3
H -0.3 -0.1 -0.4
H -0.1 0.8 0.3
C 0.7 0.2 0.4
H 0.1 0.1 -0.2
H 0.3 0.1 0.0
C 0.0 -0.1 0.0
H 0.0 0.0 -0.3
H 0.0 -0.2 0.1
H -0.2 -0.3 0.1
H 0.3 -0.3 0.3
Se 0.4 0.7 -1.9
C -0.3 -0.6 1.9
C 0.6 -0.4 -0.1
C 0.2 -0.4 0.1
C 0.1 0.1 -0.2
C -0.4 0.1 0.2
C -0.5 0.6 0.0
H 0.2 -0.2 0.1
H 0.2 -0.2 -0.1
H 0.0 0.1 -0.3
H -0.2 0.2 -0.1
H -0.2 0.1 0.2

Atomic partial charges in e from the Löwdin method, atoms 1 to 8: -0.373 -0.099 -0.071 0.107 0.131 -0.520 0.127 0.125

---

2.
Entry from the Open Molecules 2025 dataset: C11H13BBrNPb as an isolated structure in a non-equilibrium geometry (ωB97M-V with the def2-TZVPD basis set).

## Properties
M: 457.1 g mol⁻¹
Net charge: 0
Energy: -3273.196320 Ha
Kohn-Sham gap (alpha / beta): 5.07 / 5.06 eV
Lowest unoccupied orbital energy (alpha / beta): -4.177 / -4.171 eV

CARTESIAN COORDINATES (ANGSTROEM)
C (1.909193, 0.365544, -2.040819)
C (2.092608, 1.284261, -0.987327)
C (2.436090, 0.551936, 0.197961)
H (1.937867, 2.369110, -1.022411)
C (2.438674, -0.854923, -0.161202)
C (2.121426, -0.937878, -1.548020)
H (1.964702, -1.864047, -2.092067)
H (1.637978, 0.639365, -3.060345)
H (2.517616, 0.967251, 1.212424)
H (2.568587, -1.683098, 0.545089)
Pb (0.003225, 0.149987, 0.065209)
Br (-0.426943, 2.791882, 1.018937)
C (-2.366447, -0.493014, -0.602732)
C (-1.683899, -1.471314, -1.401615)
C (-1.078001, -0.811202, -2.470873)
H (-1.559741, -2.531275, -1.115479)
C (-1.349052, 0.563422, -2.373801)
C (-2.158850, 0.777292, -1.238342)
H (-2.505111, 1.750805, -0.845912)
H (-2.844551, -0.645894, 0.385398)
H (-0.447536, -1.277979, -3.238157)
H (-0.979299, 1.365669, -3.021978)
B (-0.825494, -0.043806, 4.568461)
C (-0.534812, -0.216503, 3.052552)
N (-0.300077, -0.601757, 1.955548)
H (-1.653834, 0.874125, 4.579441)
H (0.326733, 0.182556, 4.952022)
H (-1.241048, -1.200514, 4.688040)

Forces on the atoms, in the same order (eV/Å):
C 0.6 0.2 -0.2
C -0.4 0.6 -1.0
C -1.3 -0.5 1.0
H 0.2 -0.6 0.0
C -0.7 -0.5 -0.3
C 0.2 -0.1 0.5
H 0.2 0.2 0.1
H 0.1 -0.2 0.4
H 0.3 -0.2 -0.6
H 0.1 0.4 -0.4
Pb -0.4 2.4 -0.3
Br 0.2 -0.8 -0.3
C 1.0 -0.2 1.9
C 1.0 -1.2 0.5
C 0.1 -0.1 -1.1
H -0.3 0.7 -0.4
C -0.7 0.5 -0.5
C 0.5 1.5 -0.4
H 0.2 -0.8 -0.4
H 0.1 0.0 -1.0
H -0.4 0.2 0.5
H -0.2 -0.5 0.3
B 0.2 0.3 -1.1
C 0.4 -1.1 -1.5
N -0.6 -0.3 3.4
H 0.4 -0.5 0.5
H -0.7 -0.1 0.4
H 0.0 0.5 0.6

Atomic partial charges in e from the Löwdin method, atoms 1 to 8: -0.191 -0.218 -0.198 0.103 -0.170 -0.174 0.107 0.113

---

3.
Entry from the Open Molecules 2025 dataset: C13H29O9Sn as an isolated structure in a non-equilibrium geometry (ωB97M-V with the def2-TZVPD basis set).

## Properties
M: 448.1 g mol⁻¹
Net charge: +1
Energy: -1403.830086 Ha
Kohn-Sham gap: 7.81 eV
Lowest unoccupied orbital energy: -4.122 eV

CARTESIAN COORDINATES (ANGSTROEM)
Sn (0.271247, 0.112151, 0.042712)
O (0.552729, -2.114707, -4.126387)
C (0.384665, -1.553647, -2.924966)
O (0.982015, -0.443104, -2.689588)
O (-0.212826, -2.152597, -1.994066)
H (1.010996, -1.329262, -4.482171)
C (-3.053433, -0.370895, -2.007303)
O (-2.457921, 0.488297, -1.021049)
C (-3.182649, 0.615328, 0.205519)
C (-3.351511, -0.685148, 0.944223)
O (-2.044828, -1.163254, 1.228734)
C (-2.018349, -2.160259, 2.267105)
C (-0.577063, -2.491589, 2.580662)
O (0.302182, -2.701100, 1.488726)
C (-0.065160, -3.593390, 0.429930)
H (-2.920799, -1.412310, -1.707707)
H (-2.535163, -0.354553, -2.963876)
H (-4.095024, -0.058586, -2.081708)
H (-4.059362, 1.223275, -0.023288)
H (-2.588826, 1.241821, 0.876432)
H (-3.876908, -1.517939, 0.461805)
H (-4.074782, -0.580711, 1.760451)
H (-2.519302, -3.039553, 1.851941)
H (-2.533928, -1.888762, 3.189103)
H (-0.444463, -3.306178, 3.295284)
H (-0.201592, -1.582719, 3.058985)
H (0.790037, -3.619312, -0.241775)
H (-0.872026, -3.168133, -0.171396)
H (-0.359192, -4.569253, 0.817224)
C (-0.944590, 3.611047, -0.666888)
O (-0.334494, 2.535200, -1.335886)
C (0.885160, 2.980191, -1.928961)
C (2.080706, 3.278407, -0.996935)
O (2.399611, 2.074038, -0.261286)
C (3.579421, 2.015132, 0.463996)
C (3.429213, 0.822157, 1.414393)
O (3.071955, -0.422826, 0.832646)
C (2.939346, -1.464183, 1.764570)
H (-0.719882, 3.771689, 0.392684)
H (-2.031497, 3.506101, -0.679109)
H (-0.780907, 4.593251, -1.117252)
H (0.709316, 3.724022, -2.706535)
H (1.245686, 2.119378, -2.501369)
H (1.708239, 4.118054, -0.405000)
H (2.937729, 3.587657, -1.592605)
H (3.701019, 2.832464, 1.181192)
H (4.499866, 1.952036, -0.120697)
H (2.686848, 1.192478, 2.132791)
H (4.339257, 0.712005, 2.009404)
H (2.428036, -2.261867, 1.220874)
H (2.117184, -1.332745, 2.483748)
H (3.804018, -1.767577, 2.352669)

Forces on the atoms, in the same order (eV/Å):
Sn 0.0 -1.0 -2.6
O 0.0 1.4 0.2
C 0.2 -0.2 3.5
O -0.4 0.6 0.1
O -0.3 0.3 -0.6
H 0.2 -0.7 -1.2
C 0.0 -0.4 0.7
O 1.4 0.0 0.2
C 0.1 0.1 -0.8
C -1.2 -1.0 -0.5
O 0.2 0.6 1.5
C 0.1 -1.2 -1.2
C 0.5 0.6 0.1
O -0.2 0.8 -0.4
C -0.6 0.2 0.0
H -0.5 0.0 0.2
H 0.1 0.8 0.1
H -0.1 -0.3 -0.4
H -0.6 -0.6 0.3
H 0.3 0.1 -0.2
H 0.1 0.3 -1.0
H 0.9 0.6 0.9
H -0.2 -0.1 0.1
H 0.0 0.4 -0.1
H -0.5 -0.1 0.0
H 0.3 -0.1 0.2
H 0.0 -0.3 0.2
H 0.0 -0.2 0.2
H 0.2 -0.1 0.0
C -1.7 1.1 0.7
O 1.0 0.5 0.7
C 1.7 -2.1 -1.2
C -1.4 0.1 -0.2
O -1.7 0.7 -0.9
C 0.9 -1.1 1.2
C 0.4 0.5 0.6
O -0.2 1.2 -0.3
C -1.8 -1.2 0.3
H 0.6 -0.6 0.1
H 0.0 -0.4 -0.2
H 0.4 -0.2 -0.4
H -0.1 0.5 0.5
H -0.3 -0.2 -0.1
H 0.8 -0.1 0.9
H 0.0 0.0 -0.1
H -0.1 0.4 -0.3
H -0.3 0.0 -0.5
H -0.5 -0.6 0.1
H 0.2 -0.1 -0.2
H 1.1 -0.4 -0.1
H 0.2 1.0 0.3
H 0.4 0.2 -0.5

Atomic partial charges in e from the Löwdin method, atoms 1 to 8: 1.817 0.140 -0.785 -0.111 -0.067 0.125 -0.047 -0.288